# 1
Entry from the OMol25 dataset: one molecule with the formula C20H24N2O6S (ωB97M-V/def2-TZVPD).

Results
SMILES string: CC(C)CNS(=O)(=O)c1ccc(OCC(=O)Nc2ccc3c(c2)OCCO3)cc1
Charge: 0
Energy relative to the best compared isomer or geometry (same formula, charge and spin) in kcal per mole: 35.4
LUMO in eV: 0.54
HOMO-LUMO gap in hartree: 0.31694
E_tot in Ha: -1735.6549

```
53
Properties=species:S:1:pos:R:3:mulliken_charge:R:1
C 5.00412 4.08351 3.41617 -1.620
C -2.83836 -4.76604 -2.23362 -0.527
H 4.28679 3.34165 3.75823 0.392
O 1.65796 5.72652 -1.06482 -0.762
H 0.39544 2.90134 1.52568 0.531
C 1.37418 2.72152 -1.69257 -0.958
C -0.31468 -1.04011 -2.60439 -0.255
H 5.93230 3.57498 3.16136 0.345
C -4.22039 -4.76133 0.18398 0.388
H 3.52428 5.33355 2.48203 0.196
H -6.95106 -5.84720 0.23326 0.290
C -5.43221 -5.96749 1.75726 -0.452
C -4.41354 -5.80142 -0.73069 0.464
H 5.20305 4.77020 4.23495 0.413
C 0.14246 0.75114 -1.09076 0.716
C 4.15032 3.84802 1.07867 -1.120
N 3.53860 4.42921 -0.09527 -0.262
O -0.97137 -3.06806 -3.67019 -0.673
H -2.29679 -4.76895 -3.16351 0.542
H -6.65398 -7.50963 0.82645 0.338
C 4.46163 4.84193 2.20744 1.109
H -0.73607 -0.38008 -3.37460 0.412
N -1.83612 -2.61930 -1.59871 -0.039
C -0.01795 1.25634 0.20284 -0.651
H 3.44646 3.09365 1.43849 0.306
S 1.90908 4.79565 -0.00430 1.435
H -0.56500 0.66913 0.92330 0.438
H 5.05190 6.50991 0.94769 0.373
C -3.70515 -5.79469 -1.92513 -0.850
H -4.64973 -6.67008 2.07535 0.288
H 5.06897 3.34139 0.76293 0.429
O 1.50655 5.14667 1.32975 -0.677
O -5.28814 -6.83082 -0.48767 -0.462
C 1.20520 3.20961 -0.41405 -0.129
C 0.84646 1.48969 -2.03971 -0.466
O -0.42913 -0.46198 -1.32165 -0.224
O -4.85202 -4.73178 1.40094 -0.453
H -6.10503 -5.76470 2.59162 0.340
H 6.38091 5.43028 1.39625 0.323
H -3.85528 -6.61339 -2.60983 0.430
H 1.91211 3.31890 -2.41037 0.365
C 5.46348 5.89952 1.74889 -1.563
H 0.73348 -1.24163 -2.85841 0.376
H 0.98541 1.11944 -3.04236 0.427
H -1.79060 -1.92362 -0.86434 0.084
C -6.18403 -6.56019 0.56639 -0.467
H 4.05744 5.19728 -0.49213 0.336
H -3.24245 -2.92257 0.58535 0.413
H 5.71237 6.56079 2.57532 0.432
C 0.51376 2.48415 0.53830 -0.282
C -1.07745 -2.37173 -2.68589 0.121
C -3.36231 -3.71921 -0.13265 -0.840
C -2.67585 -3.70998 -1.34128 0.678
```

# 2
Entry from the OMol25 dataset: C17H29HgN3OTaTe as an isolated structure in a non-equilibrium geometry (ωB97M-V/def2-TZVPD).

Results
Charge: +2
Energy relative to the best compared isomer or geometry (same formula, charge and spin) in kcal per mole: 73.5
LUMO (spin up / spin down) in eV: -10.16 / -10.24
⟨S²⟩: 0.79
Spin multiplicity: 2
HOMO-LUMO gap (spin up / spin down) in hartree: 0.15544 / 0.13401
E_tot in Ha: -1382.3800

```
53
Properties=species:S:1:pos:R:3:mulliken_charge:R:1
N -1.34590 -0.35278 0.55018 -0.198
N 1.17659 -0.93660 -1.09652 1.183
H 1.36097 2.82917 0.84912 0.101
H 2.56613 -3.13536 -2.24812 0.428
C 0.86134 -1.04716 4.92634 -0.526
H 1.30122 -3.41766 -0.13454 0.310
C -1.70980 1.65722 -2.21595 -1.572
C 0.42084 -0.00485 4.09066 0.532
H -1.40686 -1.51638 -1.82195 0.050
H 1.49782 2.61791 -3.10160 0.368
H -0.43339 -1.02938 -3.24985 0.312
H -2.40353 1.94399 -1.41705 0.295
C 2.62475 -0.86870 -0.92735 -0.940
C -0.40036 2.41628 -2.05871 1.534
H -1.40586 4.22850 -1.40972 0.444
H 3.05150 -1.85046 -0.66617 0.335
H 0.31963 4.05392 0.09424 0.380
H 1.82211 -1.52077 4.72365 0.376
Ta 0.29709 0.33010 0.17990 0.019
H -0.00515 -4.08913 -1.15108 0.446
H 1.20734 -3.53097 -3.30704 0.445
C -1.18501 -0.79743 6.22904 -0.486
C -0.72358 3.90518 -2.20720 -1.949
H 0.12015 2.14406 -4.14032 0.412
H -2.55552 0.73521 5.55500 0.491
C 1.68926 -2.71481 -2.75358 -1.716
H -1.22841 4.06397 -3.17094 0.457
H 0.37032 -2.23924 6.65581 0.400
H 2.90318 -0.18053 -0.11516 0.247
C -0.60713 -1.81904 -2.50711 -1.407
H 3.12333 -0.51263 -1.84405 0.311
C -3.23398 -2.20209 0.39637 0.277
H 2.01040 -1.95676 -3.47816 0.411
C 0.38278 -3.17571 -0.68216 -1.421
N 0.16735 2.11237 -0.74806 -0.003
C 0.04400 -1.43732 6.00131 -0.466
C -1.59729 0.24733 5.38974 -0.478
H 0.17402 4.53650 -2.19923 0.421
H -1.58197 0.57185 -2.16581 0.223
H 0.88294 0.94902 -3.04762 0.190
C 0.58767 2.00411 -3.15430 -1.348
O -3.99099 -3.01511 0.73241 -0.170
H -1.08713 1.47973 3.65612 0.607
C 0.67757 -2.13666 -1.75802 1.060
Hg -3.11465 -0.49866 1.98436 0.836
H -2.15419 1.90036 -3.18723 0.505
H -1.81644 -1.11281 7.05757 0.427
H -0.93748 -2.71706 -3.04679 0.608
H -0.35550 -2.78779 0.03036 0.124
Te 1.69020 0.55134 2.45199 0.232
H 1.79173 3.49168 -0.74875 0.316
C 0.94516 3.16875 -0.11590 -0.672
C -0.78727 0.66528 4.32189 -0.759
```

Q: Number 1 is which compound?
A: C20H24N2O6S

Q: Among the records above, which one has the highest charge?
A: C17H29HgN3OTaTe

Repeat the first record exactly.
Entry from the OMol25 dataset: one molecule with the formula C20H24N2O6S (ωB97M-V/def2-TZVPD).

Results
SMILES string: CC(C)CNS(=O)(=O)c1ccc(OCC(=O)Nc2ccc3c(c2)OCCO3)cc1
Charge: 0
Energy relative to the best compared isomer or geometry (same formula, charge and spin) in kcal per mole: 35.4
LUMO in eV: 0.54
HOMO-LUMO gap in hartree: 0.31694
E_tot in Ha: -1735.6549

```
53
Properties=species:S:1:pos:R:3:mulliken_charge:R:1
C 5.00412 4.08351 3.41617 -1.620
C -2.83836 -4.76604 -2.23362 -0.527
H 4.28679 3.34165 3.75823 0.392
O 1.65796 5.72652 -1.06482 -0.762
H 0.39544 2.90134 1.52568 0.531
C 1.37418 2.72152 -1.69257 -0.958
C -0.31468 -1.04011 -2.60439 -0.255
H 5.93230 3.57498 3.16136 0.345
C -4.22039 -4.76133 0.18398 0.388
H 3.52428 5.33355 2.48203 0.196
H -6.95106 -5.84720 0.23326 0.290
C -5.43221 -5.96749 1.75726 -0.452
C -4.41354 -5.80142 -0.73069 0.464
H 5.20305 4.77020 4.23495 0.413
C 0.14246 0.75114 -1.09076 0.716
C 4.15032 3.84802 1.07867 -1.120
N 3.53860 4.42921 -0.09527 -0.262
O -0.97137 -3.06806 -3.67019 -0.673
H -2.29679 -4.76895 -3.16351 0.542
H -6.65398 -7.50963 0.82645 0.338
C 4.46163 4.84193 2.20744 1.109
H -0.73607 -0.38008 -3.37460 0.412
N -1.83612 -2.61930 -1.59871 -0.039
C -0.01795 1.25634 0.20284 -0.651
H 3.44646 3.09365 1.43849 0.306
S 1.90908 4.79565 -0.00430 1.435
H -0.56500 0.66913 0.92330 0.438
H 5.05190 6.50991 0.94769 0.373
C -3.70515 -5.79469 -1.92513 -0.850
H -4.64973 -6.67008 2.07535 0.288
H 5.06897 3.34139 0.76293 0.429
O 1.50655 5.14667 1.32975 -0.677
O -5.28814 -6.83082 -0.48767 -0.462
C 1.20520 3.20961 -0.41405 -0.129
C 0.84646 1.48969 -2.03971 -0.466
O -0.42913 -0.46198 -1.32165 -0.224
O -4.85202 -4.73178 1.40094 -0.453
H -6.10503 -5.76470 2.59162 0.340
H 6.38091 5.43028 1.39625 0.323
H -3.85528 -6.61339 -2.60983 0.430
H 1.91211 3.31890 -2.41037 0.365
C 5.46348 5.89952 1.74889 -1.563
H 0.73348 -1.24163 -2.85841 0.376
H 0.98541 1.11944 -3.04236 0.427
H -1.79060 -1.92362 -0.86434 0.084
C -6.18403 -6.56019 0.56639 -0.467
H 4.05744 5.19728 -0.49213 0.336
H -3.24245 -2.92257 0.58535 0.413
H 5.71237 6.56079 2.57532 0.432
C 0.51376 2.48415 0.53830 -0.282
C -1.07745 -2.37173 -2.68589 0.121
C -3.36231 -3.71921 -0.13265 -0.840
C -2.67585 -3.70998 -1.34128 0.678
```